{
  "formula": "C9H9N3",
  "method": "ωB97M-V/def2-TZVPD",
  "species": ["N", "N", "N", "C", "C", "C", "C", "C", "C", "C", "C", "C", "H", "H", "H", "H", "H", "H", "H", "H", "H"],
  "xyz": [[2.557191, -1.284328, -0.024555], [-6.169180, -1.710524, -0.508712], [3.647135, -0.674585, -0.575155], [-5.322224, -0.938542, -0.373254], [0.352240, -0.091622, -0.200895], [1.538107, -0.509316, 0.619243], [3.582319, 0.559950, -0.886276], [0.217391, -1.183544, 0.817258], [-2.392386, 1.720258, 0.090363], [-4.300279, -0.008832, -0.210757], [-3.423102, 0.786316, -0.074575], [-1.516991, 2.519294, 0.229880], [2.852067, -2.090887, 0.498562], [4.466548, 0.990547, -1.359649], [0.361752, -0.388129, -1.255558], [2.701252, 1.200850, -0.727838], [1.877154, 0.179564, 1.387326], [-0.725731, 3.234342, 0.370251], [-0.327007, -0.978559, 1.736975], [-0.105726, 0.873500, -0.003042], [0.129461, -2.205763, 0.450414]],
  "forces_ev_per_angstrom": [[-0.0911, 0.1135, 0.1115], [0.3287, 0.3016, 0.0558], [-0.1017, 0.3076, -0.0495], [0.0804, 0.0707, 0.0104], [0.0638, 0.1214, -0.5447], [0.0401, -0.1150, -0.1963], [0.0033, 0.1058, -0.0372], [-0.1731, -0.2706, 0.1794], [-1.4697, -0.9611, -0.1826], [-1.1767, -1.0812, -0.1944], [1.6581, 1.4456, 0.2621], [0.5069, 0.9063, 0.2024], [0.0687, -0.0971, -0.0010], [-0.2725, -0.1232, 0.1365], [0.0267, 0.0986, 0.4523], [0.3298, -0.3008, -0.0319], [0.0370, 0.0628, 0.0608], [-0.3417, -0.2821, -0.0839], [0.1304, -0.0254, -0.2084], [0.3403, -0.5511, -0.0305], [0.0125, 0.2737, 0.0893]],
  "e_lumo_ev": -0.4,
  "charge": 0,
  "e_tot_ev": -13942.5387,
  "multiplicity": 1,
  "de_lowest_kcal_mol": 173.2,
  "orbital_gap_ev": 8.52,
  "smiles": "C#CC#CC#N.C=NNC1CC1"
}

***

{
  "formula": "C9H9N3O2",
  "method": "ωB97M-V/def2-TZVPD",
  "species": ["O", "O", "N", "N", "N", "C", "C", "C", "C", "C", "C", "C", "C", "C", "H", "H", "H", "H", "H", "H", "H", "H", "H"],
  "xyz": [[-2.832640, -2.223246, -1.464015], [-1.531295, -0.753040, -2.546372], [-1.550788, -1.825463, -1.664624], [2.093297, 0.888609, -1.340979], [-1.343481, -0.051157, -1.327327], [0.633709, 1.422203, 2.449264], [1.781101, 1.138119, -0.030057], [0.425399, 0.793024, 0.167429], [-0.060605, 0.329012, -1.104210], [-3.002824, -2.864073, -0.219397], [1.970687, 1.770273, 2.239898], [1.001690, 0.400659, -1.984464], [2.564370, 1.637640, 1.002115], [-0.151278, 0.936030, 1.424824], [-1.185850, 0.672020, 1.578705], [2.550384, 2.150486, 3.069373], [3.598024, 1.906393, 0.842221], [-3.229319, -2.122957, 0.555795], [0.213862, 1.537821, 3.437497], [1.026746, 0.142527, -3.026401], [-2.106339, -3.422952, 0.058975], [-3.847797, -3.539103, -0.345298], [2.982949, 1.077176, -1.772951]],
  "forces_ev_per_angstrom": [[-0.1399, 0.8935, -1.1323], [-0.1605, -0.1042, -0.3768], [0.8971, 0.9637, 1.0370], [0.3714, 0.0834, -0.2217], [-1.8697, -1.4596, 0.4648], [-0.1948, -0.0495, 0.0827], [-0.4170, 0.0480, 0.4610], [0.2733, 0.0894, -0.1659], [1.4174, -0.1100, -0.6079], [0.1573, -0.1195, 0.5047], [0.1677, 0.0523, 0.0050], [-0.5606, -0.2201, -0.1245], [0.0320, -0.0110, 0.0261], [0.0809, 0.0393, 0.0605], [-0.1020, -0.0163, 0.0521], [0.0374, 0.0199, 0.0175], [0.1025, 0.0296, 0.0065], [0.0734, -0.0717, -0.1146], [-0.0521, 0.0150, 0.0669], [0.0128, -0.0561, -0.0929], [-0.0635, 0.0058, -0.0495], [0.0772, 0.0270, 0.0370], [-0.1403, -0.0488, 0.0643]],
  "e_lumo_ev": [0.0, 0.3],
  "charge": 0,
  "e_tot_ev": -18037.9237,
  "multiplicity": 1,
  "de_lowest_kcal_mol": 180.6,
  "orbital_gap_ev": [7.76, 7.88]
}

***

{
  "formula": "C9H9N3O3",
  "method": "ωB97M-V/def2-TZVPD",
  "species": ["O", "O", "O", "N", "N", "N", "C", "C", "C", "C", "C", "C", "C", "C", "C", "H", "H", "H", "H", "H", "H", "H", "H", "H"],
  "xyz": [[-1.541381, -0.669800, -2.842864], [1.760478, -1.275127, -0.228180], [0.941314, -3.462376, 0.211452], [-0.469271, -1.657310, -0.310253], [-2.266156, 0.485497, -0.966348], [0.011676, 0.752808, -1.557642], [-1.770687, 1.487323, -0.314078], [-0.028855, 2.939541, 1.247645], [2.354991, -3.743697, 0.210379], [-2.291391, 2.351022, 0.692592], [-1.277865, 0.057645, -1.944579], [-1.423587, 2.967707, 1.512750], [0.550029, 2.378127, 0.197551], [0.675658, -2.137340, -0.125329], [-0.312231, 1.601489, -0.629970], [2.780028, -3.296231, -0.641533], [0.574843, 3.461077, 1.989357], [2.762493, -3.383140, 1.122535], [-1.227866, -2.216612, 0.019915], [1.543429, 2.682432, 0.028153], [-3.484581, 2.382697, 0.701191], [-1.824587, 3.539942, 2.265734], [1.462804, -0.488424, -0.758027], [2.500715, -4.757251, 0.119550]],
  "forces_ev_per_angstrom": [[0.8304, 0.7229, 0.0714], [-0.6887, -1.3084, -0.5522], [0.2062, 2.2902, -0.5555], [0.0092, 0.2687, 0.6356], [-1.1348, 1.4144, 0.4629], [0.0007, 0.3297, -0.2866], [0.8685, -1.5857, -1.2920], [0.8748, 0.7925, 1.6930], [-1.1358, 1.2252, 0.2802], [-3.6478, -0.4352, 0.1505], [0.2354, 0.5890, 1.7066], [-1.4012, -1.3505, -1.9751], [-0.5099, 0.5470, 0.0321], [0.7642, 0.2021, 0.2704], [0.3201, -1.9205, -2.0355], [0.8030, 0.7059, -0.8072], [0.0990, 0.0947, -0.3544], [0.6624, 0.3568, 0.6559], [-0.4384, -0.8052, -0.2994], [1.2067, -0.5450, -0.6331], [2.8617, 0.1882, 0.5324], [-0.5070, 1.3289, 1.7979], [-0.1978, -0.6600, 0.4616], [-0.0809, -2.4457, 0.0403]],
  "e_lumo_ev": -1.9,
  "charge": 0,
  "e_tot_ev": -20088.9242,
  "multiplicity": 1,
  "de_lowest_kcal_mol": 79.4,
  "orbital_gap_ev": 7.43,
  "smiles": "O=C1N=c2ccccc2=N1.[H]/N=C(/O)OC"
}

***

{
  "formula": "C9H9NO",
  "method": "ωB97M-V/def2-TZVPD",
  "species": ["O", "N", "C", "C", "C", "C", "C", "C", "C", "C", "C", "H", "H", "H", "H", "H", "H", "H", "H", "H"],
  "xyz": [[2.726719, -0.925612, 0.005373], [-2.146482, -0.030859, -0.053172], [0.749025, -1.745140, -0.982862], [-1.511207, 1.270278, -0.107925], [2.342869, 1.258338, 0.087976], [3.232437, 0.302778, 0.184130], [-2.328707, 0.542233, -1.183207], [1.088320, 0.652495, -0.203898], [-2.785256, -1.009761, 0.753690], [1.442550, -0.749570, -0.433900], [-0.048035, 1.490345, 0.000072], [1.219939, -2.654822, -1.116199], [-1.987226, -1.564274, 1.318726], [-2.112005, 2.124936, 0.449712], [-3.523286, -0.666784, 1.553374], [-3.284323, -1.779600, 0.107759], [4.329892, 0.187084, 0.239910], [-0.193118, -1.484870, -1.329425], [0.299183, 2.507898, 0.388143], [2.488716, 2.274902, 0.321715]],
  "forces_ev_per_angstrom": [[-0.4607, -1.2969, -0.7166], [-0.3709, 1.0742, -0.3964], [0.9978, 1.9312, 0.9333], [-0.6098, 1.9115, 2.1976], [0.6797, 0.6570, 0.3772], [3.0255, -0.6755, 0.0523], [-0.0364, -0.3750, -0.6456], [-3.4263, 2.5121, 0.8667], [0.0428, -2.2483, 1.6886], [-1.5057, -0.6194, -0.0933], [2.4926, -1.3633, -0.1806], [0.5037, -1.8490, -0.3092], [-0.6875, 0.4600, -0.4341], [1.2097, -1.6559, -1.2489], [0.9548, 0.2094, -1.3546], [0.3424, 0.9426, 0.3631], [-0.7650, 0.9366, 0.4635], [-1.6183, -0.0824, -0.6983], [-0.9854, -1.4021, -0.8035], [0.2171, 0.9332, -0.0611]],
  "e_lumo_ev": 0.1,
  "charge": 0,
  "e_tot_ev": -13010.3623,
  "multiplicity": 1,
  "de_lowest_kcal_mol": 157.4,
  "orbital_gap_ev": 7.57
}

***

{
  "formula": "C9H9NO",
  "method": "ωB97M-V/def2-TZVPD",
  "species": ["O", "N", "C", "C", "C", "C", "C", "C", "C", "C", "C", "H", "H", "H", "H", "H", "H", "H", "H", "H"],
  "xyz": [[2.303560, 0.609089, 0.837609], [2.780377, 1.171700, -0.363649], [-0.459155, 1.263529, 0.510450], [-0.976794, -0.871877, -0.513265], [1.581109, -1.737824, 0.776202], [-1.736484, 1.712521, 0.424127], [2.243461, 0.611293, -1.301347], [-2.654231, 0.730767, -0.045743], [-2.335541, -0.514245, -0.486345], [-0.076158, 0.072793, 0.032455], [1.265837, -0.361305, 0.218985], [-0.563532, -1.658877, -1.056159], [-3.139172, -1.179702, -0.791973], [0.714818, -2.447266, 0.578967], [-2.072456, 2.678713, 0.816823], [2.120306, 0.914225, -2.313371], [2.474409, -2.158489, 0.346181], [-3.741254, 0.956176, -0.250958], [0.374178, 1.861789, 0.825853], [1.896719, -1.653003, 1.755158]],
  "forces_ev_per_angstrom": [[-0.9767, -0.8588, -1.8642], [1.5781, 2.4555, 2.9781], [0.7906, 2.4052, 0.4795], [-0.8863, 2.4874, 0.8061], [-1.6446, -0.4543, -3.1851], [-2.0897, -1.2625, -0.0831], [-3.1500, -3.9156, 1.3548], [-2.3725, 2.3850, -0.0766], [1.6323, -1.1876, -0.3706], [-1.0252, -3.0217, -0.2611], [4.6256, 0.9716, -1.8782], [0.2253, -1.6863, -0.4430], [0.3306, 0.0629, -0.2406], [1.1425, 0.8256, 0.7114], [0.2001, -0.4068, -0.4300], [0.3142, 0.0511, -0.7075], [0.2843, -0.0880, -0.7340], [1.2199, 0.2634, 0.8442], [-0.0715, 0.5867, 0.5510], [-0.1268, 0.3873, 2.5489]],
  "e_lumo_ev": 0.1,
  "charge": 0,
  "e_tot_ev": -13010.8992,
  "multiplicity": 1,
  "de_lowest_kcal_mol": 145.0,
  "orbital_gap_ev": 8.31
}